Molecular formula: H5NO
Method: DFT, ωB97M-V/def2-TZVPD

ORCA input file:
```
! RIJCOSX wB97M-V def2-TZVPD def2/J DEFGRID3
* xyz 0 1
N 0.0000 0.0000 0.0000
H 0.4561 -0.4336 0.8090
H -0.6422 -0.6976 -0.3894
H -0.5762 0.7679 0.3590
O -3.0478 -2.5374 -0.9329
H -3.4447 -3.0913 -1.6428
H -3.8152 -2.0923 -0.5073
*
```

The calculation puts the highest occupied orbital energy at -9.89 eV. The calculation puts the LUMO energy at 0.82 eV. Its structure (SMILES) is N.O. The calculation puts the energy relative to the best compared isomer or geometry (same formula, charge and spin) at 21.92 kJ/mol. The max |F| is 1.20 eV/Å. The total energy is -3618.6933 eV.

=====

Molecular formula: H5NO2P2
Method: DFT, ωB97M-V/def2-TZVPD

ORCA input file:
```
! RIJCOSX wB97M-V def2-TZVPD def2/J DEFGRID3
* xyz 0 1
N -1.2340 -0.8284 -0.7729
O -2.1025 1.5688 -0.6041
O 2.0965 -0.4387 1.9759
P -2.5195 0.0200 -0.9647
P 1.2809 -0.3705 0.3391
H -1.1517 -1.8196 -0.8979
H -1.4255 2.1345 -0.9838
H 2.0035 -1.4295 2.1859
H 2.3688 0.1847 -0.6213
H 0.6834 0.9786 0.3437
*
```

The calculation puts the highest occupied orbital energy at -8.74 eV. The calculation puts the LUMO energy at -0.07 eV. Its structure (SMILES) is [H]/N=P/O.OP. The calculation puts the energy relative to the best compared isomer or geometry (same formula, charge and spin) at 247.96 kJ/mol. The max |F| is 2.90 eV/Å. The total energy is -24242.5009 eV.